52
Properties=species:S:1:pos:R:3:forces:R:3 method="wB97M-V/def2-TZVPD" homo_energy_ev=-3.798 total_energy_ha=-6824.52084 lumo_ev=1.38 gap_ev=5.17 total_charge=-1 de_lowest_kcal_mol=28.7
Pd -0.094795 0.049135 -0.132671 -0.024 -0.402 -0.347
C 0.054528 -0.762850 3.621208 0.030 0.032 -0.099
Se -0.739186 0.465547 2.341776 -0.182 -0.059 0.183
C -2.527050 -0.343064 2.315304 0.096 -0.024 -0.014
C -2.616919 -1.762028 1.784693 0.011 0.037 -0.164
Se -2.218697 -1.970456 -0.131055 -0.363 -0.364 0.269
C -2.074293 -3.911739 0.036994 -0.013 0.124 -0.062
H -0.469329 -0.698941 4.573034 0.006 -0.007 0.002
H 1.086663 -0.441882 3.745830 0.010 -0.030 0.010
H 0.036786 -1.779784 3.238170 0.033 -0.016 -0.001
H -3.124385 0.336079 1.710419 0.002 0.037 -0.023
H -2.894480 -0.309137 3.342246 -0.029 0.003 0.008
H -3.632651 -2.133000 1.931099 0.001 -0.008 0.100
H -1.931215 -2.423743 2.314291 -0.003 -0.017 0.046
H -1.228073 -4.161054 0.676328 -0.019 -0.033 -0.018
H -1.900492 -4.305144 -0.962704 0.008 -0.021 0.021
H -2.993047 -4.337007 0.439468 0.020 -0.019 -0.008
O -2.110015 1.005356 -0.506532 -0.071 0.215 0.117
C -1.787374 2.225371 -0.317546 0.134 -0.373 -0.125
O -0.649832 2.631164 -0.105291 -0.167 0.780 0.160
C -2.931623 3.219879 -0.341177 -0.008 -0.174 -0.086
C -2.705208 4.528278 0.050500 0.137 0.195 0.077
C -3.753877 5.427930 0.021133 -0.012 -0.111 -0.046
C -5.018768 5.066618 -0.393202 -0.323 0.281 0.005
C -5.218872 3.755189 -0.770290 0.161 0.049 0.039
C -4.196746 2.823347 -0.748280 -0.153 -0.122 -0.068
N -6.567698 3.348893 -1.208139 -0.018 0.036 0.006
O -6.734043 2.185720 -1.510203 -0.020 0.074 0.012
O -7.433746 4.205028 -1.237472 0.074 -0.103 -0.004
N -3.525906 6.825578 0.437077 -0.006 -0.014 -0.003
O -4.471152 7.591144 0.386675 0.061 -0.032 0.008
O -2.410289 7.127740 0.804919 -0.065 0.008 -0.011
H -1.717465 4.828321 0.371618 0.016 -0.059 -0.039
H -5.822291 5.786298 -0.418831 0.009 -0.027 0.005
H -4.373210 1.799659 -1.047774 0.068 0.000 0.022
O 0.511656 0.949812 -2.947292 -0.043 -0.112 -0.127
B 0.091959 -0.101212 -2.090939 0.239 -0.032 -0.036
O -0.368489 -1.167960 -2.917064 0.042 0.040 0.003
C -0.234429 -0.753058 -4.208626 0.033 -0.081 0.074
C -0.526754 -1.431949 -5.368789 -0.044 -0.013 -0.050
C -0.270060 -0.772323 -6.574542 -0.005 -0.014 0.008
C 0.253744 0.513523 -6.592781 0.022 0.046 0.056
C 0.547563 1.193095 -5.405907 -0.030 0.007 -0.075
C 0.296733 0.530279 -4.226706 0.073 0.074 0.144
H -0.942538 -2.431095 -5.341191 0.023 0.014 0.000
H -0.481448 -1.273410 -7.511501 -0.014 0.004 0.027
H 0.441079 0.999920 -7.542387 -0.010 -0.007 0.017
H 0.949762 2.197899 -5.404683 0.016 -0.032 0.000
Cl 2.549420 1.084499 0.646957 0.559 -0.040 0.229
C 1.838278 -0.514935 0.121651 -0.369 0.324 -0.264
H 1.966906 -1.191960 0.964823 0.005 -0.046 0.019
H 2.448770 -0.854370 -0.707035 0.097 0.011 0.003

***

47
Properties=species:S:1:pos:R:3:forces:R:3 method="wB97M-V/def2-TZVPD" homo_energy_ev="-3.589 / -4.183" total_energy_ha=-4989.44104 lumo_ev="2.40 / 2.41" gap_ev="5.99 / 6.59" total_charge=-1 multiplicity=3 de_lowest_kcal_mol=6.1
Ti 0.232614 -0.271785 -0.766065 0.549 0.620 0.306
C 0.651331 -3.337713 0.497637 0.014 -0.091 0.046
O 0.351283 -1.988750 0.834451 -0.056 -0.085 -0.140
C 0.978028 -1.560248 2.027374 0.039 0.131 0.035
C 0.430098 -0.183278 2.330474 -0.023 -0.015 -0.098
O 0.712584 0.709245 1.257136 -0.224 -0.042 -0.136
C 1.901814 1.474224 1.395767 0.086 0.044 0.064
H 0.318075 -3.999865 1.302667 -0.008 0.023 0.012
H 1.722031 -3.455885 0.316957 0.003 0.019 -0.007
H 0.102792 -3.576296 -0.409119 -0.002 0.029 -0.004
H 2.067284 -1.539154 1.892307 0.001 -0.038 -0.023
H 0.734491 -2.247277 2.846172 -0.004 -0.013 -0.001
H 0.832348 0.207834 3.268949 0.038 -0.010 -0.004
H -0.656671 -0.244738 2.395238 -0.010 0.023 -0.004
H 1.806496 2.154291 2.248177 -0.024 -0.018 0.008
H 2.019967 2.042731 0.476809 -0.019 -0.022 -0.015
H 2.779407 0.835424 1.528881 -0.016 -0.023 -0.014
Te 3.088384 -0.926901 -1.129697 -0.218 0.028 -0.070
C 3.112490 -1.354704 -3.204078 0.055 -0.034 -0.044
C 2.112680 -0.890254 -4.059542 -0.017 0.006 0.035
C 2.148854 -1.171758 -5.418416 0.033 -0.026 -0.020
C 3.187949 -1.920536 -5.954037 0.014 -0.002 -0.005
C 4.193428 -2.381642 -5.114934 0.004 0.005 0.025
C 4.155847 -2.100805 -3.755868 -0.049 0.017 0.036
H 1.302142 -0.288828 -3.663405 -0.021 -0.039 -0.004
H 1.360949 -0.798804 -6.062072 -0.011 0.006 0.014
H 3.218722 -2.140015 -7.014368 -0.014 0.005 -0.001
H 5.013254 -2.964102 -5.520009 0.001 -0.002 0.004
H 4.941913 -2.464829 -3.105003 0.014 -0.016 -0.031
Br -0.115948 6.052211 -3.801074 0.001 -0.058 0.030
C 0.007503 4.304410 -3.018375 -0.013 0.125 -0.060
C -1.037853 3.833906 -2.246696 -0.002 -0.052 0.087
C -0.928575 2.562847 -1.686528 0.062 0.013 -0.170
C 0.186783 1.727904 -1.881945 -0.041 -0.571 0.247
C 1.212867 2.273645 -2.668277 -0.083 0.195 -0.012
C 1.139031 3.544215 -3.238694 0.049 -0.078 0.014
H -1.917056 4.445335 -2.085040 0.002 0.004 -0.001
H -1.763675 2.206275 -1.089377 -0.016 -0.004 0.009
H 2.117317 1.700563 -2.852710 0.002 0.000 0.031
H 1.948425 3.931074 -3.845444 -0.003 0.005 0.000
F -0.730803 -2.105664 -2.360744 -0.148 0.269 0.069
C -2.035987 -1.667901 -2.191350 0.099 -0.083 -0.294
F -2.812065 -2.558736 -2.801236 -0.017 -0.027 0.032
F -2.121523 -0.515499 -2.862051 -0.105 -0.096 0.022
C -2.295066 -1.530135 -0.658356 0.063 0.114 0.173
O -2.809791 -2.487881 -0.112811 -0.121 0.157 0.044
O -1.840887 -0.437240 -0.180837 0.133 -0.394 -0.187

***

45
Properties=species:S:1:pos:R:3:forces:R:3 method="wB97M-V/def2-TZVPD" homo_energy_ev="-13.106 / -13.106" total_energy_ha=-2338.97524 lumo_ev="-8.52 / -8.17" gap_ev="4.58 / 4.94" total_charge=+2 de_lowest_kcal_mol=0.0
Sn -1.461689 0.329158 -1.854351 -0.053 -0.054 -0.053
Cl 0.089905 -3.509723 0.973218 -0.021 -0.002 -0.008
C -1.454898 -3.347929 0.231514 0.041 0.005 0.014
C -2.398607 -4.385697 0.375900 -0.022 0.002 -0.009
C -3.632860 -4.293949 -0.198552 0.021 0.001 0.008
Cl -4.772399 -5.568821 -0.000423 -0.001 0.000 -0.001
C -3.980926 -3.149727 -0.964332 -0.031 -0.008 -0.009
C -5.224250 -2.948681 -1.597506 0.011 -0.007 0.009
C -5.457427 -1.802811 -2.315058 0.012 0.011 -0.002
C -4.444370 -0.846631 -2.415550 -0.029 -0.005 0.003
N -3.266515 -1.008557 -1.836239 0.016 0.005 0.034
C -3.015513 -2.134193 -1.100539 0.018 0.019 -0.017
C -1.738794 -2.211725 -0.486308 -0.016 -0.002 0.004
O -0.881183 -1.190234 -0.624865 -0.024 -0.002 -0.038
H -2.131874 -5.258517 0.955136 0.002 0.000 0.000
H -5.990967 -3.706341 -1.506759 0.001 -0.002 0.001
H -6.405223 -1.627593 -2.801982 0.001 0.002 -0.001
H -4.595747 0.067167 -2.977817 -0.002 0.000 0.002
C 8.954161 2.540564 5.308009 0.003 0.000 0.000
C 7.800374 2.318094 4.393327 0.000 0.001 0.000
C 7.971021 2.340016 2.997481 0.002 -0.003 -0.006
C 6.920967 2.139864 2.139398 0.004 0.004 0.008
C 7.121832 2.170723 0.653068 0.001 0.002 0.006
C 5.630838 1.904509 2.707244 -0.001 0.032 -0.014
Te 4.059401 1.641029 1.453304 0.071 0.014 0.065
C 5.429885 1.873251 4.120170 0.005 -0.009 0.006
C 4.081767 1.649148 4.740624 0.003 0.005 -0.007
C 6.522198 2.081223 4.924217 -0.002 -0.019 0.004
H 9.882556 2.701240 4.766620 0.000 0.000 -0.001
H 9.076854 1.683290 5.973881 -0.002 -0.001 0.000
H 8.763924 3.406424 5.946622 -0.001 0.001 0.000
H 8.959658 2.519174 2.593922 0.000 0.000 0.001
H 8.168196 2.335062 0.406424 0.000 0.000 -0.001
H 6.548093 2.980110 0.193663 -0.002 -0.002 -0.002
H 6.823053 1.225748 0.191528 0.000 0.000 -0.001
H 3.340334 1.268258 4.033962 0.002 -0.015 0.005
H 3.695252 2.581365 5.155608 -0.008 0.003 -0.012
H 4.150396 0.927010 5.553148 0.001 0.012 0.010
H 6.397851 2.061078 6.000729 0.002 0.000 0.000
N 0.727197 -1.276172 -3.056124 0.005 -0.004 -0.013
N -0.614786 -1.105002 -3.539594 -0.035 0.054 0.017
H 1.256187 -1.871268 -3.684596 -0.002 -0.014 0.007
H 0.664216 -1.722919 -2.145927 0.010 -0.003 -0.001
H -1.100105 -1.984941 -3.714094 0.013 -0.011 0.002
H -0.563504 -0.599229 -4.419345 0.007 -0.013 -0.010

***

43
Properties=species:S:1:pos:R:3:forces:R:3 method="wB97M-V/def2-TZVPD" homo_energy_ev=-8.819 total_energy_ha=-2262.66936 lumo_ev=0.47 gap_ev=9.29 total_charge=0 smiles="O=C(Cc1ccccc1)N[C@@H](NCCc1ccccc1)C(Cl)(Cl)Cl" de_lowest_kcal_mol=0.0
O -2.036767 -2.475017 1.673153 -0.081 -0.170 0.557
C -1.620148 -2.328453 0.548957 -0.024 -0.070 -0.615
C -0.718819 -3.322550 -0.165435 0.024 0.032 0.261
C 0.662276 -2.732378 -0.264155 0.089 -0.108 -0.109
C 1.127086 -2.182506 -1.451325 0.016 -0.065 0.029
C 2.398148 -1.640000 -1.523453 0.068 0.028 -0.050
C 3.214376 -1.634162 -0.406614 0.054 -0.042 -0.035
C 2.750483 -2.161345 0.786511 0.054 -0.001 0.041
C 1.481841 -2.705939 0.857624 -0.041 -0.012 -0.020
N -1.918182 -1.237705 -0.208912 -0.208 0.020 0.005
C -2.624500 -0.105065 0.343052 0.135 -0.335 0.049
N -1.868689 1.088727 0.154958 -0.169 0.335 -0.154
C -1.664914 1.948800 1.305043 -0.065 0.138 0.053
C -0.757159 3.115175 0.906632 -0.030 -0.355 0.132
C 0.533684 2.616894 0.318660 0.009 0.186 -0.021
C 1.533798 2.115913 1.142219 -0.032 0.035 -0.032
C 2.721789 1.652484 0.607984 0.069 -0.010 0.034
C 2.925846 1.683056 -0.760779 0.061 0.043 -0.035
C 1.930695 2.166636 -1.590811 0.055 -0.001 -0.097
C 0.742551 2.629027 -1.053093 0.027 0.028 0.057
C -4.029455 -0.039599 -0.308846 -0.160 -0.104 0.152
Cl -3.861458 0.228364 -2.059258 0.034 0.035 -0.170
Cl -4.958801 1.305924 0.376767 0.019 0.011 0.068
Cl -4.916143 -1.552419 -0.049290 0.072 0.119 0.038
H -0.700784 -4.241045 0.421877 -0.086 0.066 -0.055
H -1.122539 -3.533446 -1.156320 0.000 -0.030 -0.003
H 0.501687 -2.196684 -2.333940 -0.076 -0.031 -0.092
H 2.751623 -1.225978 -2.456057 0.034 0.050 -0.079
H 4.211107 -1.224006 -0.465262 0.090 0.059 -0.004
H 3.381387 -2.153751 1.663046 0.056 -0.003 0.079
H 1.117954 -3.118870 1.786912 -0.041 -0.057 0.116
H -1.435843 -1.087250 -1.081307 0.067 0.006 0.093
H -2.760205 -0.325647 1.411802 -0.096 0.099 -0.271
H -2.160857 1.612181 -0.661061 -0.010 -0.026 -0.006
H -1.176543 1.346739 2.075646 -0.013 0.074 0.064
H -2.608281 2.342809 1.714043 0.133 -0.069 0.030
H -1.278816 3.740723 0.179459 -0.019 0.081 0.017
H -0.558510 3.716979 1.795275 -0.057 0.075 -0.042
H 1.383000 2.098452 2.212199 -0.019 0.001 0.142
H 3.493084 1.272189 1.261425 0.067 -0.040 0.062
H 3.859055 1.337071 -1.179070 0.081 -0.051 -0.038
H 2.081997 2.190739 -2.660377 0.015 0.004 -0.091
H -0.026041 3.014954 -1.707858 -0.100 0.055 -0.062